[1]
{
  "formula": "C50H128N8O18",
  "method": "ωB97M-V/def2-TZVPD",
  "symbols": ["C", "O", "C", "C", "N", "C", "C", "O", "C", "H", "H", "H", "H", "H", "H", "H", "H", "H", "H", "H", "H", "H", "H", "H", "C", "O", "C", "C", "N", "C", "C", "O", "C", "H", "H", "H", "H", "H", "H", "H", "H", "H", "H", "H", "H", "H", "H", "H", "C", "O", "C", "C", "N", "C", "C", "O", "C", "H", "H", "H", "H", "H", "H", "H", "H", "H", "H", "H", "H", "H", "H", "H", "C", "O", "C", "C", "N", "C", "C", "O", "C", "H", "H", "H", "H", "H", "H", "H", "H", "H", "H", "H", "H", "H", "H", "H", "C", "O", "C", "C", "N", "C", "C", "O", "C", "H", "H", "H", "H", "H", "H", "H", "H", "H", "H", "H", "H", "H", "H", "H", "C", "O", "C", "C", "N", "C", "C", "O", "C", "H", "H", "H", "H", "H", "H", "H", "H", "H", "H", "H", "H", "H", "H", "H", "C", "O", "C", "C", "N", "C", "C", "O", "C", "H", "H", "H", "H", "H", "H", "H", "H", "H", "H", "H", "H", "H", "H", "H", "C", "O", "C", "C", "N", "C", "C", "O", "C", "H", "H", "H", "H", "H", "H", "H", "H", "H", "H", "H", "H", "H", "H", "H", "C", "O", "H", "H", "H", "H", "C", "O", "H", "H", "H", "H"],
  "positions_angstrom": [[-0.16, -4.09, 11.78], [0.75, -3.52, 10.79], [1.12, -2.15, 11.17], [2.02, -1.62, 10.03], [1.37, -1.72, 8.63], [0.15, -0.91, 8.47], [-0.32, -0.69, 7.06], [-1.53, 0.10, 7.16], [-1.88, 0.81, 5.94], [-0.51, -5.09, 11.52], [-1.06, -3.53, 12.04], [0.35, -4.18, 12.73], [1.66, -2.05, 12.11], [0.27, -1.51, 11.37], [2.95, -2.18, 10.06], [2.37, -0.59, 10.19], [1.03, -2.67, 8.63], [0.40, 0.11, 8.79], [-0.64, -1.27, 9.12], [-0.42, -1.59, 6.46], [0.40, -0.17, 6.42], [-1.12, 0.77, 5.17], [-2.12, 1.83, 6.22], [-2.75, 0.32, 5.49], [2.58, -2.30, -0.14], [3.95, -2.40, -0.55], [4.40, -1.30, -1.34], [4.74, -0.09, -0.55], [3.64, 0.87, -0.29], [3.92, 1.86, 0.72], [5.03, 2.79, 0.44], [6.28, 2.08, 0.61], [7.37, 2.67, -0.01], [2.31, -3.29, 0.22], [1.93, -2.19, -1.01], [2.39, -1.54, 0.62], [3.84, -1.12, -2.26], [5.31, -1.67, -1.81], [5.60, 0.40, -1.00], [5.15, -0.41, 0.42], [3.41, 1.31, -1.17], [4.12, 1.33, 1.65], [3.03, 2.43, 0.98], [5.00, 3.57, 1.21], [4.93, 3.29, -0.52], [7.50, 3.57, 0.58], [7.17, 2.95, -1.04], [8.32, 2.14, 0.10], [2.10, 3.29, -2.00], [2.96, 2.16, -2.48], [2.75, 1.71, -3.87], [1.27, 1.33, -4.19], [0.74, 0.22, -3.37], [-0.75, 0.06, -3.37], [-1.19, -0.69, -4.68], [-2.62, -0.54, -4.93], [-3.07, -1.13, -6.13], [2.05, 4.18, -2.64], [2.55, 3.73, -1.11], [1.10, 2.90, -1.84], [3.42, 0.88, -4.09], [3.09, 2.49, -4.56], [1.39, 1.09, -5.25], [0.71, 2.25, -4.05], [0.87, 0.63, -2.46], [-1.34, 0.96, -3.21], [-1.06, -0.57, -2.54], [-0.87, -1.73, -4.57], [-0.59, -0.28, -5.50], [-2.58, -0.64, -6.98], [-4.10, -0.81, -6.30], [-2.96, -2.21, -6.06], [-4.93, -0.19, -2.07], [-4.39, -0.92, -1.04], [-4.14, -0.24, 0.18], [-3.42, -1.26, 1.13], [-4.32, -2.30, 1.57], [-3.67, -3.37, 2.39], [-2.53, -2.94, 3.38], [-1.35, -2.92, 2.61], [-0.22, -2.35, 3.31], [-4.33, 0.71, -2.19], [-5.96, 0.06, -1.80], [-4.94, -0.63, -3.06], [-5.10, 0.14, 0.54], [-3.47, 0.61, 0.04], [-2.91, -0.76, 1.95], [-2.57, -1.69, 0.60], [-4.66, -2.69, 0.70], [-3.29, -4.15, 1.73], [-4.41, -3.89, 3.00], [-2.49, -3.72, 4.14], [-2.74, -1.98, 3.84], [-0.44, -1.31, 3.55], [0.56, -2.29, 2.55], [0.05, -2.85, 4.25], [-1.63, 3.91, -2.27], [-1.30, 3.92, -3.70], [-0.85, 5.23, -4.11], [-0.50, 5.19, -5.60], [-0.17, 6.50, -6.12], [-1.42, 7.35, -6.18], [-1.10, 8.76, -6.71], [-2.45, 9.27, -6.83], [-2.44, 10.68, -6.98], [-2.57, 4.45, -2.15], [-0.87, 4.31, -1.60], [-1.74, 2.89, -1.90], [-0.10, 5.64, -3.43], [-1.63, 5.95, -3.85], [-1.24, 4.64, -6.18], [0.41, 4.65, -5.86], [0.21, 6.45, -7.05], [-1.81, 7.47, -5.17], [-2.20, 6.94, -6.82], [-0.53, 8.84, -7.64], [-0.58, 9.33, -5.95], [-3.47, 11.01, -7.04], [-1.97, 11.08, -7.88], [-2.06, 11.26, -6.14], [-0.54, -4.07, -1.15], [-1.01, -3.39, -2.33], [-2.38, -3.31, -2.34], [-2.98, -3.71, -3.70], [-3.11, -5.17, -3.87], [-3.78, -5.49, -5.10], [-5.25, -4.92, -5.18], [-5.28, -3.66, -5.82], [-6.59, -3.07, -5.75], [0.54, -4.22, -1.14], [-1.02, -5.03, -0.98], [-0.74, -3.37, -0.34], [-2.80, -2.32, -2.18], [-2.84, -3.97, -1.61], [-2.32, -3.37, -4.49], [-3.92, -3.21, -3.92], [-2.18, -5.56, -3.82], [-3.78, -6.58, -5.14], [-3.08, -5.14, -5.86], [-5.58, -4.89, -4.14], [-5.89, -5.54, -5.80], [-6.68, -2.16, -6.34], [-6.90, -2.99, -4.70], [-7.20, -3.88, -6.15], [0.64, 8.36, 1.58], [0.28, 7.09, 2.00], [0.45, 6.08, 0.98], [0.05, 4.69, 1.46], [-1.40, 4.57, 1.75], [-1.70, 3.25, 2.28], [-3.18, 2.97, 2.52], [-3.42, 1.65, 2.99], [-4.77, 1.42, 3.29], [0.64, 9.07, 2.40], [-0.12, 8.85, 0.97], [1.58, 8.34, 1.02], [1.52, 5.98, 0.78], [0.01, 6.26, 0.00], [0.57, 4.35, 2.36], [0.27, 4.00, 0.65], [-1.63, 5.22, 2.49], [-1.12, 3.10, 3.19], [-1.37, 2.43, 1.64], [-3.69, 3.13, 1.57], [-3.60, 3.62, 3.29], [-4.83, 0.38, 3.62], [-5.47, 1.56, 2.47], [-5.05, 2.01, 4.17], [5.27, -8.20, -0.63], [4.47, -7.13, -1.00], [4.59, -6.05, -0.11], [3.95, -6.09, 1.29], [4.15, -4.78, 1.93], [3.34, -4.84, 3.13], [3.48, -3.40, 3.77], [3.02, -2.33, 2.88], [3.18, -1.09, 3.45], [4.96, -8.63, 0.32], [6.29, -7.82, -0.58], [5.19, -8.92, -1.44], [4.14, -5.25, -0.71], [5.65, -5.83, 0.04], [4.36, -6.92, 1.86], [2.87, -6.25, 1.30], [3.92, -3.99, 1.34], [3.85, -5.57, 3.75], [2.28, -5.06, 3.01], [4.52, -3.25, 4.05], [2.98, -3.41, 4.74], [4.24, -0.89, 3.59], [2.66, -0.89, 4.39], [2.76, -0.32, 2.80], [2.02, -3.27, -3.80], [2.18, -2.06, -4.44], [2.47, -4.08, -4.38], [2.63, -3.29, -2.90], [1.01, -3.57, -3.52], [1.55, -1.41, -4.11], [0.08, 0.07, 0.22], [0.86, 1.24, -0.08], [0.34, -0.33, 1.20], [-0.98, 0.31, 0.22], [0.14, -0.69, -0.56], [1.77, 1.14, 0.19]],
  "lowdin_charge": [-0.10, -0.19, -0.22, -0.16, -0.05, -0.23, -0.22, -0.19, -0.09, 0.08, 0.08, 0.08, 0.11, 0.11, 0.11, 0.11, 0.08, 0.12, 0.12, 0.10, 0.11, 0.07, 0.09, 0.07, -0.10, -0.18, -0.21, -0.17, -0.04, -0.23, -0.20, -0.20, -0.13, 0.08, 0.07, 0.06, 0.11, 0.13, 0.11, 0.13, 0.05, 0.12, 0.11, 0.12, 0.12, 0.08, 0.09, 0.09, -0.04, -0.24, -0.13, -0.18, -0.02, -0.14, -0.17, -0.20, -0.10, 0.09, 0.08, 0.06, 0.12, 0.11, 0.12, 0.09, 0.07, 0.10, 0.09, 0.10, 0.11, 0.09, 0.08, 0.07, -0.12, -0.22, -0.17, -0.22, -0.04, -0.16, -0.21, -0.21, -0.07, 0.09, 0.09, 0.08, 0.11, 0.10, 0.10, 0.10, 0.10, 0.11, 0.10, 0.12, 0.11, 0.07, 0.07, 0.09, -0.07, -0.21, -0.20, -0.22, -0.07, -0.18, -0.20, -0.20, -0.14, 0.09, 0.06, 0.07, 0.11, 0.10, 0.12, 0.11, 0.10, 0.11, 0.12, 0.12, 0.12, 0.08, 0.08, 0.08, -0.07, -0.20, -0.24, -0.18, -0.09, -0.20, -0.20, -0.24, -0.08, 0.07, 0.09, 0.08, 0.10, 0.12, 0.09, 0.11, 0.11, 0.11, 0.11, 0.12, 0.11, 0.09, 0.09, 0.08, -0.14, -0.18, -0.20, -0.20, -0.05, -0.22, -0.21, -0.22, -0.12, 0.09, 0.08, 0.09, 0.11, 0.12, 0.12, 0.10, 0.11, 0.11, 0.11, 0.12, 0.12, 0.09, 0.08, 0.09, -0.13, -0.19, -0.21, -0.21, -0.06, -0.20, -0.16, -0.22, -0.14, 0.08, 0.09, 0.09, 0.12, 0.12, 0.11, 0.11, 0.07, 0.12, 0.11, 0.12, 0.11, 0.10, 0.08, 0.07, -0.18, -0.12, 0.08, 0.06, 0.06, 0.01, -0.12, -0.14, 0.07, 0.06, 0.06, 0.01],
  "spin_multiplicity": 1,
  "homo_ev": -8.31,
  "de_lowest_kcal_mol": 0.0,
  "e_tot_ev": -102686.2919,
  "total_charge": 0
}

***

[2]
{
  "formula": "C50H128N8O18",
  "method": "ωB97M-V/def2-TZVPD",
  "symbols": ["C", "O", "C", "C", "N", "C", "C", "O", "C", "H", "H", "H", "H", "H", "H", "H", "H", "H", "H", "H", "H", "H", "H", "H", "C", "O", "C", "C", "N", "C", "C", "O", "C", "H", "H", "H", "H", "H", "H", "H", "H", "H", "H", "H", "H", "H", "H", "H", "C", "O", "C", "C", "N", "C", "C", "O", "C", "H", "H", "H", "H", "H", "H", "H", "H", "H", "H", "H", "H", "H", "H", "H", "C", "O", "C", "C", "N", "C", "C", "O", "C", "H", "H", "H", "H", "H", "H", "H", "H", "H", "H", "H", "H", "H", "H", "H", "C", "O", "C", "C", "N", "C", "C", "O", "C", "H", "H", "H", "H", "H", "H", "H", "H", "H", "H", "H", "H", "H", "H", "H", "C", "O", "C", "C", "N", "C", "C", "O", "C", "H", "H", "H", "H", "H", "H", "H", "H", "H", "H", "H", "H", "H", "H", "H", "C", "O", "C", "C", "N", "C", "C", "O", "C", "H", "H", "H", "H", "H", "H", "H", "H", "H", "H", "H", "H", "H", "H", "H", "C", "O", "C", "C", "N", "C", "C", "O", "C", "H", "H", "H", "H", "H", "H", "H", "H", "H", "H", "H", "H", "H", "H", "H", "C", "O", "H", "H", "H", "H", "C", "O", "H", "H", "H", "H"],
  "positions_angstrom": [[1.84, -2.98, -2.75], [1.01, -4.11, -2.98], [0.07, -4.30, -1.95], [-1.16, -4.89, -2.67], [-1.68, -3.96, -3.65], [-3.04, -4.18, -4.12], [-3.38, -5.61, -4.48], [-3.19, -5.78, -5.90], [-3.87, -6.91, -6.41], [1.29, -2.04, -2.80], [2.71, -2.93, -3.40], [2.24, -3.09, -1.74], [-0.27, -3.48, -1.30], [0.51, -4.92, -1.16], [-1.89, -5.14, -1.89], [-0.72, -5.78, -3.13], [-1.59, -3.03, -3.25], [-3.20, -3.55, -4.99], [-3.82, -3.94, -3.38], [-4.38, -5.88, -4.14], [-2.67, -6.32, -4.04], [-3.22, -7.77, -6.18], [-4.02, -6.97, -7.48], [-4.79, -7.15, -5.88], [1.88, 2.55, 0.80], [3.17, 2.97, 1.17], [3.63, 2.35, 2.36], [5.08, 2.57, 2.64], [5.37, 3.91, 3.10], [6.74, 4.35, 2.85], [6.99, 5.67, 3.53], [5.98, 6.58, 3.18], [5.86, 7.68, 4.07], [1.07, 2.67, 1.54], [1.91, 1.58, 0.31], [1.59, 3.29, 0.04], [3.46, 1.27, 2.29], [3.05, 2.79, 3.18], [5.71, 2.43, 1.74], [5.38, 1.82, 3.38], [4.76, 4.65, 2.80], [6.81, 4.59, 1.77], [7.56, 3.64, 2.92], [8.00, 5.99, 3.25], [6.99, 5.48, 4.61], [5.23, 8.39, 3.54], [6.84, 8.16, 4.20], [5.53, 7.39, 5.07], [6.03, -1.82, 1.54], [7.33, -1.74, 2.07], [7.65, -2.91, 2.81], [8.98, -2.78, 3.50], [10.10, -2.43, 2.61], [10.39, -0.98, 2.48], [11.44, -0.85, 1.41], [10.81, -0.89, 0.14], [11.77, -0.96, -0.91], [5.34, -1.71, 2.38], [5.83, -2.77, 1.03], [5.82, -1.06, 0.78], [7.71, -3.78, 2.14], [6.83, -3.17, 3.49], [9.22, -3.81, 3.78], [8.88, -2.13, 4.37], [9.80, -2.76, 1.70], [10.68, -0.52, 3.42], [9.48, -0.51, 2.07], [12.29, -1.53, 1.55], [11.99, 0.11, 1.50], [11.15, -1.11, -1.80], [12.43, -1.81, -0.76], [12.27, 0.01, -1.02], [-3.50, -2.63, 6.89], [-3.13, -3.02, 5.60], [-4.24, -3.53, 4.86], [-3.90, -4.69, 3.94], [-3.36, -5.84, 4.65], [-3.38, -7.05, 3.82], [-2.14, -7.14, 2.93], [-0.98, -6.94, 3.77], [0.15, -6.39, 3.08], [-3.80, -3.56, 7.40], [-4.22, -1.84, 7.14], [-2.65, -2.36, 7.52], [-4.70, -2.66, 4.37], [-5.03, -3.82, 5.56], [-3.28, -4.35, 3.10], [-4.84, -5.06, 3.52], [-2.37, -5.75, 4.86], [-4.29, -7.12, 3.23], [-3.39, -7.97, 4.41], [-2.10, -6.26, 2.28], [-2.09, -8.09, 2.40], [0.56, -5.59, 3.68], [-0.14, -5.96, 2.12], [0.81, -7.24, 2.92], [-2.75, 6.11, -10.70], [-3.61, 5.28, -9.95], [-3.11, 4.91, -8.68], [-1.84, 4.02, -8.82], [-1.60, 3.32, -7.54], [-0.19, 2.86, -7.50], [0.18, 2.52, -6.09], [0.16, 3.63, -5.20], [0.06, 3.23, -3.86], [-2.45, 6.97, -10.09], [-3.33, 6.47, -11.55], [-1.92, 5.54, -11.14], [-3.90, 4.40, -8.14], [-2.72, 5.81, -8.20], [-1.07, 4.73, -9.12], [-2.02, 3.24, -9.55], [-1.67, 4.03, -6.81], [0.42, 3.73, -7.78], [-0.12, 2.00, -8.16], [1.19, 2.09, -5.94], [-0.33, 1.61, -5.73], [-0.85, 2.65, -3.68], [-0.12, 4.09, -3.21], [0.92, 2.70, -3.44], [-3.65, 4.89, -0.04], [-2.98, 5.15, 1.16], [-1.59, 5.23, 1.02], [-0.99, 5.82, 2.31], [-0.15, 6.99, 2.01], [-0.97, 8.16, 1.68], [-0.05, 9.31, 1.28], [-0.76, 10.38, 0.67], [-1.19, 10.09, -0.64], [-3.55, 3.84, -0.34], [-3.27, 5.46, -0.90], [-4.70, 5.17, -0.04], [-1.27, 5.73, 0.09], [-1.14, 4.22, 0.94], [-0.38, 5.04, 2.76], [-1.78, 6.06, 3.02], [0.33, 7.23, 2.87], [-1.58, 8.45, 2.54], [-1.62, 7.95, 0.83], [0.69, 8.88, 0.60], [0.46, 9.72, 2.15], [-1.44, 11.02, -1.14], [-2.06, 9.42, -0.66], [-0.39, 9.57, -1.19], [-2.49, 0.77, -0.85], [-2.56, -0.57, -1.23], [-2.72, -1.54, -0.21], [-1.56, -1.55, 0.80], [-1.68, -0.55, 1.90], [-1.00, -0.94, 3.15], [0.32, -1.66, 3.04], [1.09, -0.97, 2.06], [2.43, -1.43, 1.97], [-3.44, 1.14, -0.43], [-2.17, 1.42, -1.66], [-1.77, 0.94, -0.05], [-2.92, -2.55, -0.55], [-3.60, -1.28, 0.40], [-0.61, -1.45, 0.27], [-1.54, -2.55, 1.24], [-1.20, 0.25, 1.51], [-1.69, -1.57, 3.73], [-0.88, 0.03, 3.64], [0.16, -2.71, 2.77], [0.81, -1.60, 4.02], [2.80, -1.26, 0.97], [2.53, -2.49, 2.24], [2.99, -0.85, 2.71], [-5.09, 0.79, -3.25], [-6.38, 0.25, -3.05], [-6.51, -0.56, -1.90], [-7.27, -1.84, -2.16], [-6.81, -2.45, -3.41], [-7.57, -3.65, -3.80], [-7.91, -4.63, -2.66], [-9.02, -4.25, -1.90], [-10.24, -4.61, -2.48], [-4.39, -0.03, -3.08], [-5.02, 1.64, -2.56], [-4.90, 1.17, -4.25], [-6.90, 0.05, -1.08], [-5.54, -0.85, -1.47], [-8.35, -1.66, -2.18], [-7.14, -2.54, -1.34], [-6.95, -1.76, -4.13], [-7.05, -4.11, -4.64], [-8.52, -3.32, -4.24], [-7.00, -4.78, -2.08], [-8.11, -5.58, -3.17], [-11.01, -4.18, -1.84], [-10.49, -5.67, -2.57], [-10.46, -4.20, -3.47], [0.19, -1.70, 6.78], [1.42, -2.39, 6.53], [0.14, -1.54, 7.86], [0.05, -0.73, 6.30], [-0.61, -2.30, 6.34], [1.40, -3.28, 6.87], [3.47, 0.30, 5.64], [2.96, 0.12, 6.95], [4.55, 0.13, 5.66], [3.04, -0.41, 4.92], [3.21, 1.31, 5.33], [2.61, -0.77, 7.02]],
  "lowdin_charge": [-0.10, -0.18, -0.25, -0.22, -0.04, -0.20, -0.21, -0.19, -0.12, 0.09, 0.09, 0.08, 0.10, 0.12, 0.12, 0.12, 0.11, 0.12, 0.10, 0.11, 0.11, 0.08, 0.08, 0.08, -0.12, -0.18, -0.23, -0.22, -0.06, -0.22, -0.26, -0.19, -0.10, 0.08, 0.09, 0.08, 0.10, 0.13, 0.12, 0.12, 0.11, 0.12, 0.12, 0.12, 0.12, 0.09, 0.08, 0.09, -0.12, -0.19, -0.25, -0.20, -0.06, -0.19, -0.26, -0.19, -0.10, 0.08, 0.09, 0.09, 0.12, 0.12, 0.11, 0.12, 0.10, 0.12, 0.11, 0.12, 0.12, 0.09, 0.09, 0.09, -0.14, -0.20, -0.21, -0.20, -0.04, -0.21, -0.20, -0.22, -0.08, 0.09, 0.09, 0.07, 0.12, 0.11, 0.11, 0.12, 0.10, 0.11, 0.11, 0.10, 0.12, 0.08, 0.07, 0.09, -0.13, -0.20, -0.21, -0.22, -0.06, -0.20, -0.25, -0.18, -0.13, 0.09, 0.09, 0.08, 0.12, 0.11, 0.10, 0.12, 0.10, 0.12, 0.13, 0.12, 0.12, 0.08, 0.08, 0.09, -0.12, -0.17, -0.24, -0.19, -0.07, -0.22, -0.22, -0.19, -0.12, 0.08, 0.09, 0.09, 0.12, 0.11, 0.11, 0.12, 0.11, 0.13, 0.10, 0.12, 0.12, 0.09, 0.08, 0.09, -0.12, -0.19, -0.21, -0.20, -0.04, -0.19, -0.22, -0.21, -0.10, 0.09, 0.08, 0.06, 0.11, 0.12, 0.11, 0.11, 0.07, 0.11, 0.12, 0.11, 0.10, 0.09, 0.09, 0.05, -0.09, -0.19, -0.23, -0.21, -0.05, -0.20, -0.23, -0.18, -0.13, 0.08, 0.08, 0.09, 0.12, 0.10, 0.12, 0.11, 0.11, 0.11, 0.11, 0.12, 0.12, 0.09, 0.09, 0.08, -0.13, -0.14, 0.09, 0.08, 0.06, 0.09, -0.15, -0.13, 0.08, 0.06, 0.07, 0.03],
  "spin_multiplicity": 1,
  "homo_ev": -8.30,
  "de_lowest_kcal_mol": 16.6,
  "e_tot_ev": -102685.5741,
  "total_charge": 0
}